[1]
Here is 8 unconnected molecules or ions with the total composition C59H66N5O31 from the Open Molecules 2025 dataset. Energies are from ωB97M-V/def2-TZVPD.

```
161
Properties=species:S:1:pos:R:3:forces:R:3
H 5.108 -2.056 -4.669 -0.29 -1.00 0.43
H -1.847 -0.711 0.162 -0.03 -0.11 0.78
O -4.891 -3.959 -6.733 0.07 -0.26 0.20
C -4.133 -1.006 -4.139 -0.25 -0.13 0.03
O -6.026 8.860 -4.114 -0.22 0.01 0.84
O 5.467 -3.616 4.389 -0.08 -0.53 0.55
C 4.355 -7.472 5.601 0.01 -0.75 0.74
O 3.325 -7.695 3.508 0.00 -0.19 0.21
C 3.209 -2.569 1.642 -0.74 0.31 0.59
H 5.366 -7.072 7.421 -0.01 -0.01 -0.02
O 6.165 -4.663 6.778 -0.02 0.31 -0.29
C 5.084 -4.870 4.715 -0.16 0.60 -0.78
C 0.524 0.501 0.424 -1.49 0.25 -0.11
C -1.937 -0.886 1.257 -0.12 -0.33 1.31
H 3.566 -3.220 -1.713 -0.05 1.01 0.48
C -5.599 5.969 2.036 0.23 0.14 -0.74
H -9.305 -3.690 -9.823 -0.09 0.05 -0.08
H 4.066 -5.264 2.899 0.04 -0.05 -0.02
C -2.771 7.918 3.584 -0.76 0.40 -0.11
C 2.470 2.855 -2.754 -0.08 2.04 0.07
C 1.188 3.636 -2.246 0.47 -0.19 -1.15
N 4.301 -1.593 -0.419 -4.46 -0.99 0.28
O -4.117 11.288 4.182 0.86 -0.44 0.12
O 12.813 -5.942 3.955 -0.05 0.38 -0.03
H 3.355 -0.688 3.575 0.22 0.28 -0.74
H 4.551 -3.755 0.173 -1.22 0.89 -0.65
C -7.473 10.684 -0.628 -0.22 -0.04 0.99
H 4.216 -4.598 -3.337 -0.02 0.07 -0.23
C -6.684 -3.474 -8.178 0.42 -0.08 0.34
H 11.385 -8.123 4.188 -0.02 0.01 -0.01
C 3.329 -0.737 0.178 -0.18 -0.99 2.92
C -7.098 9.404 -0.571 0.14 -0.40 -0.14
O -3.096 6.828 3.145 0.40 -0.25 0.10
O -0.559 7.049 4.045 -0.75 0.35 -0.16
O 1.069 -2.312 -1.409 0.07 0.10 0.54
H 5.565 -2.904 2.242 0.00 0.06 -0.11
H 0.673 -2.321 -2.288 -0.20 -0.06 0.02
C -2.800 -1.054 -4.113 -0.06 0.91 -0.12
O -4.219 3.370 -0.180 -0.14 -0.02 0.77
O 1.862 1.072 0.450 -0.30 -0.23 0.55
O 3.951 -8.713 5.935 0.06 0.74 -0.63
N 2.986 -1.108 1.526 0.50 0.50 -1.99
C -2.852 -3.571 -3.845 0.57 0.31 0.04
C 5.498 -5.376 6.054 0.09 -0.56 0.59
H 3.326 -3.471 -4.170 0.06 -0.65 0.06
O -9.401 -5.626 -8.935 0.01 0.32 -0.16
C 3.991 -2.195 -1.751 1.79 0.09 -2.57
C 0.493 -3.368 -0.626 0.35 -1.56 -0.94
H 4.067 0.433 -1.886 -0.86 0.23 0.34
C -6.509 9.506 -3.032 0.23 0.10 -0.98
H -5.856 -4.342 -3.794 -0.11 -0.09 0.00
H -6.327 6.744 4.092 -0.06 0.08 0.07
C 5.386 -2.332 -2.513 -0.58 0.19 0.50
C 1.574 -4.141 0.231 -1.56 0.10 0.62
C 10.846 -4.681 3.824 0.06 1.16 -0.09
N 4.219 -3.969 -4.136 -0.02 1.24 -0.10
C 10.829 -7.202 4.077 0.30 0.18 -0.02
C -3.694 9.050 3.642 0.06 -0.50 -0.10
O -5.714 -6.474 -6.161 -0.13 0.78 -0.44
C -5.081 5.294 0.846 -0.10 0.30 0.06
O 11.573 -3.553 3.736 -0.12 -0.98 0.07
H 0.464 1.287 2.440 -0.56 -0.05 -0.81
C -8.355 -5.274 -8.429 -0.03 -0.72 0.31
H 0.003 0.770 -0.538 0.77 -0.32 0.61
C 5.074 -6.722 6.441 0.22 0.36 0.04
H -3.585 12.013 4.556 -0.05 0.12 0.01
C -5.667 5.192 3.308 -0.22 0.01 1.03
H -2.309 -4.499 -3.731 -0.03 0.00 -0.04
H -1.127 -0.238 -4.168 0.07 0.04 -0.08
H -0.572 2.219 1.339 0.15 -1.06 -0.05
H 6.066 -2.949 -1.861 -0.57 0.39 -0.67
O 8.764 -8.302 4.168 0.06 0.90 -0.11
C -5.292 3.912 3.365 0.17 -0.43 -0.25
C 3.964 -6.974 4.250 -0.05 0.45 -0.53
C 3.051 0.852 -1.636 1.27 -0.03 -0.42
H -5.020 5.874 -0.066 -0.06 0.00 0.00
O -8.536 -3.148 -9.571 0.17 -0.81 0.51
H 1.035 -2.658 1.737 0.81 -0.61 -0.02
H -2.355 1.020 2.265 1.04 -0.87 0.03
H -1.091 6.328 3.666 0.01 -0.08 -0.02
H -3.004 -1.123 1.515 0.90 0.25 -0.43
C -0.272 1.169 1.595 1.00 -0.30 0.84
C -7.405 11.461 -1.900 0.16 0.11 -0.72
H 0.080 -4.125 -1.353 0.16 0.66 0.72
H 6.245 -3.363 -4.240 -0.88 0.42 0.18
H 3.179 3.634 -3.146 -0.47 -0.89 0.29
O -4.929 -4.640 -3.746 0.16 0.98 -0.08
O -6.134 -2.242 -4.065 0.05 -0.35 0.07
H 2.348 0.428 -2.394 0.07 0.55 0.73
C -0.973 9.297 4.559 -0.06 0.32 0.07
C -7.820 -3.913 -8.726 -0.12 0.97 -0.55
O -2.050 0.065 -4.209 -0.03 -0.79 0.14
H -4.949 -5.930 -5.901 0.05 -0.05 0.13
H 1.786 -4.099 2.456 0.46 0.54 -0.84
O -1.555 11.534 5.002 -0.32 0.09 -0.06
C -6.603 8.722 -1.766 -0.20 -0.01 0.82
C -1.473 0.315 2.164 -0.83 0.80 -0.61
C 8.743 -5.895 3.897 0.17 0.78 -0.04
H 5.969 -3.289 5.159 0.08 0.04 0.02
H -5.831 7.957 -3.810 0.02 -0.08 -0.06
H 1.355 4.733 -2.403 -0.20 -0.97 0.47
C -5.924 -4.326 -7.265 -0.16 0.70 -0.47
H 0.336 3.365 -2.914 0.33 0.14 0.86
C -4.797 3.232 2.169 -0.23 0.05 0.77
H -4.675 -0.076 -4.239 0.02 -0.01 -0.01
H 0.032 9.454 4.926 -0.01 -0.01 -0.01
H -1.360 -1.793 1.586 -0.41 0.69 -0.73
H 8.954 -3.732 3.702 0.03 0.00 0.00
H -7.144 8.828 0.344 0.03 0.00 -0.01
C -3.287 10.231 4.116 -0.98 0.41 -0.17
C -4.921 -2.236 -4.031 -0.16 0.70 -0.16
C -1.889 10.439 4.596 0.70 -0.18 0.17
O 3.137 2.252 -1.629 -0.54 -1.41 -0.66
H 12.504 -3.840 3.778 0.10 0.09 -0.01
C 4.318 -2.741 0.561 3.25 0.12 3.21
C 4.369 -5.620 3.875 -0.27 -0.19 0.02
H 2.467 -4.430 -0.365 -0.62 0.40 0.38
H 4.717 -0.217 2.427 -0.74 -0.20 0.35
H -1.232 -0.046 3.198 -0.20 0.22 -1.00
C -6.445 -5.698 -6.989 0.08 -0.90 0.42
H 5.834 -1.309 -2.542 -0.17 -0.75 -0.06
O -6.267 7.552 -1.759 0.16 -0.02 -0.38
C -7.581 -6.136 -7.534 -0.28 0.07 -0.19
C 3.614 -0.260 2.582 0.08 0.75 0.02
H -5.338 3.338 4.280 -0.01 0.02 -0.01
O 7.524 -5.917 3.861 0.04 -0.37 0.03
H 2.278 2.161 -3.604 0.05 0.19 0.87
H -4.025 2.466 0.126 -0.03 -0.08 -0.03
H 7.835 -8.016 4.120 -0.08 -0.10 0.01
C 9.510 -4.655 3.797 -0.52 -0.29 0.00
C -4.187 -3.525 -3.868 -0.06 -1.12 0.10
O -5.966 7.128 2.020 -0.19 -0.04 0.35
O -4.457 2.061 2.172 0.13 -0.01 -0.35
H 1.016 3.397 -1.174 -0.06 0.22 -0.84
H 1.065 -5.107 0.504 0.51 0.79 -0.30
H -6.825 11.362 -4.003 -0.01 -0.02 0.01
C 11.599 -5.963 3.953 0.12 -0.83 0.10
O -6.123 5.841 4.396 0.24 -0.06 -0.91
H -0.356 -2.995 -0.008 0.72 -0.23 -0.22
H 3.224 0.787 2.536 0.12 -0.95 -0.04
C -6.886 10.785 -3.091 -0.13 0.29 0.17
C -1.382 8.118 4.088 0.91 -0.31 0.20
H -8.133 12.237 0.156 -0.05 0.08 0.07
H 3.530 -2.675 2.711 0.54 -0.33 -1.25
C 9.495 -7.174 4.053 0.01 -0.99 0.12
N 5.590 -2.431 1.337 -0.11 -1.04 -0.43
C -2.068 -2.347 -3.977 -0.27 -0.86 0.05
H -4.704 8.887 3.288 0.03 0.03 -0.05
H 0.604 -0.607 0.484 -0.10 0.85 0.18
H 3.325 -1.586 -2.402 0.34 -0.33 0.86
O -0.846 -2.345 -3.975 0.25 0.39 0.20
H -7.970 -7.126 -7.340 0.01 0.02 0.00
O -7.930 11.334 0.460 0.22 -0.04 -0.90
C -4.704 4.016 0.904 0.16 0.15 -0.84
C 1.873 -3.396 1.586 -0.29 0.32 -0.69
H 3.454 -9.041 5.164 -0.05 -0.14 0.02
C 5.247 -2.923 -3.970 1.29 0.17 0.59
H 6.314 -2.934 0.812 0.14 0.60 0.34
O -7.773 12.619 -1.912 -0.05 -0.04 0.34
N 2.740 0.341 -0.272 1.38 -0.03 -2.41
H -6.288 -2.489 -8.384 -0.03 -0.01 0.00
```
Positions in Å, forces in eV/Å.

Values from the calculation:
Multiplicity: 1
Charge: +1
Energy above the lowest of the compared OMol25 structures with the same formula, charge and spin, eV: 2.137
Orbital gap, eV: 7.23
E, eV: -133162.52583
Lowest unoccupied orbital energy, eV: -3.55
E_HOMO, eV: -10.78

[2]
Here is 7 unconnected molecules or ions with the total composition C59H68F24O19 from the Open Molecules 2025 dataset. Energies are from ωB97M-V/def2-TZVPD.

```
170
Properties=species:S:1:pos:R:3:forces:R:3
H 5.346 1.434 0.704 -0.26 0.50 -1.85
H 8.371 -5.399 6.959 0.15 1.12 -1.08
C -8.091 4.971 5.393 1.08 -0.64 -1.44
H 0.305 2.726 2.250 1.58 -0.39 -0.83
F -6.004 -3.176 4.068 0.36 2.77 -1.44
C -2.874 -4.290 -3.213 0.06 -0.06 -0.33
O -7.133 5.638 5.101 -0.86 -0.12 0.60
H -3.612 -3.692 4.837 0.89 1.52 -0.35
H -7.299 4.217 3.075 -0.07 0.06 0.28
H 5.851 -2.209 -1.510 1.62 0.11 1.37
H -4.237 1.168 -1.344 -0.13 0.01 0.18
H -4.537 2.734 -9.700 0.05 0.01 0.09
C 6.434 -3.091 -7.076 0.07 0.02 -0.81
H 6.500 -0.395 0.788 0.47 -0.11 -1.57
C 0.281 0.577 3.874 0.37 0.99 0.62
H 5.006 -0.241 -1.800 1.47 0.92 0.70
H 5.183 -3.678 0.145 1.39 0.91 0.52
C 1.190 -2.285 4.024 0.95 -0.64 0.42
C 5.085 1.552 -0.415 -0.23 0.27 -0.23
H -4.224 7.540 -0.860 -0.04 0.01 -0.11
C 7.699 -1.525 4.886 -1.14 0.18 0.27
H -5.888 1.786 -1.114 0.07 0.01 0.06
H 2.710 3.950 4.357 -0.57 0.44 -1.00
C 1.877 1.139 1.698 0.62 -2.59 0.36
H -4.717 9.225 -1.143 -0.09 -0.14 -0.01
C -7.546 3.381 3.736 0.54 -0.33 -0.53
C -1.436 -6.994 -3.483 -0.04 1.68 0.86
C 7.467 -2.125 3.414 0.53 0.65 -0.21
H 4.877 -1.700 -7.619 0.15 -0.02 -0.09
F -4.949 11.447 -4.894 0.22 -0.58 0.12
C -3.447 2.397 -7.867 0.04 0.01 -0.86
O -5.146 9.004 -3.760 0.37 0.55 -0.93
H 5.643 -2.372 1.341 0.97 -1.19 -1.12
H 6.675 -4.574 2.053 0.95 0.65 -1.37
C -4.379 1.874 -4.322 -0.33 0.24 1.71
C 6.753 -0.568 -0.314 0.35 -0.05 -1.11
H 3.241 1.070 -1.586 0.08 0.40 1.80
H -8.105 2.656 3.140 -0.21 0.14 0.29
C 8.445 -4.595 6.151 -0.08 -0.18 -0.09
C -4.354 10.397 -5.498 -0.23 1.58 -1.14
O 0.305 1.665 4.495 -0.37 -3.70 -2.25
O 1.877 -3.090 4.689 -2.49 2.44 -2.33
O -3.392 4.848 -1.366 0.99 -0.14 0.26
C 6.629 -2.138 -0.676 -0.67 0.33 0.31
C -1.383 -3.216 4.505 -1.46 4.19 -0.19
H 8.811 -1.426 5.178 -1.71 -0.13 -0.74
H 9.001 -2.816 0.606 -0.89 -0.98 1.05
F 4.455 -4.483 -2.997 0.40 0.19 -0.70
F -0.414 3.212 -0.870 -0.75 0.24 -0.10
H 6.533 -2.781 3.410 1.35 0.78 0.02
H 6.767 -4.108 -7.305 -0.18 0.05 0.22
H 7.248 -1.252 2.686 0.33 -1.36 1.17
C -4.252 8.345 -1.596 0.23 0.30 -0.02
F -1.421 -9.340 -3.064 0.00 0.64 0.00
C -5.683 -1.609 2.095 0.60 0.56 -1.79
C 2.357 3.585 2.432 2.33 0.22 -1.26
C 5.507 -3.943 -5.078 0.42 -0.13 -1.90
C 1.830 -1.358 2.869 0.83 2.00 -2.29
H -4.955 3.726 0.206 0.26 0.02 -0.13
F -0.716 4.873 0.489 -0.61 -0.24 -0.27
H -5.001 3.810 -8.362 0.15 -0.02 -0.10
C 1.375 0.147 2.769 0.94 -1.22 -0.96
H 4.371 -3.381 -7.667 0.14 -0.04 -0.07
F -0.602 -8.687 -4.953 -0.26 0.60 0.53
O -0.478 -6.275 -3.604 -0.48 -0.93 -0.20
C 8.606 -3.539 1.402 0.45 -1.05 0.64
H 7.518 -2.111 7.028 -1.18 -0.36 -1.34
C -1.107 4.364 -0.700 2.02 0.45 -0.18
H 7.645 -2.518 -1.026 -1.54 0.40 0.24
F -4.363 -2.003 1.686 -2.95 0.68 1.38
O -3.627 2.569 -6.452 -0.27 -0.47 1.05
H -5.676 2.329 3.495 -0.08 0.00 -0.01
H -3.816 -4.513 -3.721 0.00 0.05 0.17
H -4.556 7.048 -3.312 0.08 0.26 -0.06
H -5.538 2.138 -8.366 0.13 -0.04 -0.08
F -5.781 -0.227 1.722 0.00 -3.11 1.37
H -5.708 3.432 4.881 -0.02 0.01 -0.16
C -4.837 2.069 -1.194 0.24 0.10 0.14
H 8.823 -5.108 5.205 -0.39 0.70 1.31
H -6.571 1.906 4.972 -0.01 -0.01 -0.21
F -3.240 10.874 -6.082 -0.26 -0.58 0.50
C 8.771 -2.878 2.865 -0.12 0.61 -0.11
C 6.997 -3.944 5.885 -0.28 -0.38 0.91
F -8.703 6.313 7.277 0.22 -0.43 -0.67
C -4.874 -1.033 4.606 1.24 2.44 2.24
O -8.419 3.810 4.792 -0.34 0.80 0.61
H 5.417 -2.749 -8.949 0.04 0.01 0.09
C 5.828 0.379 -1.272 -0.28 0.39 0.77
H 9.133 -3.624 3.655 -0.61 0.86 -1.26
C -4.302 1.589 -5.820 0.37 -0.11 -1.98
C -5.944 -1.808 3.660 -1.35 0.50 2.31
O 5.101 -4.918 -5.654 0.10 0.53 0.93
F -3.191 1.671 -3.712 -0.18 -0.07 -0.66
C 3.327 -0.862 0.751 -1.81 0.60 1.86
H 9.328 -4.444 1.381 -1.04 1.45 -0.07
C 2.891 0.622 0.650 -1.39 -2.37 1.86
O -5.225 -0.133 5.404 0.56 -3.40 -3.26
O -2.552 -6.664 -2.802 0.53 -0.81 -0.40
C -1.547 -8.412 -4.036 -0.10 -1.80 -0.91
C -2.346 -0.187 4.287 2.17 -3.67 0.23
H -3.141 1.372 -8.096 -0.17 0.06 0.24
C -4.701 2.791 -8.622 -0.33 -0.02 0.21
H -6.032 7.622 -2.549 0.01 0.29 -0.26
C 3.476 1.504 -0.540 -0.06 -0.14 0.20
C -0.843 -0.549 4.149 -2.18 -2.36 0.30
F -4.729 3.152 -4.060 0.10 -0.35 -0.74
H -4.714 2.682 -2.080 -0.13 0.14 0.50
H -2.952 -3.312 -2.735 -0.02 -0.10 0.03
H 6.283 -4.387 6.680 1.02 0.69 -1.32
F -7.220 -1.246 4.010 2.79 -1.32 -1.37
C -2.617 4.152 -0.762 -1.88 -0.57 0.23
H -3.225 8.622 -1.844 -0.06 -0.16 -0.01
H 3.178 -2.973 1.833 -0.47 1.97 -0.07
O -6.706 -4.908 1.786 1.27 4.09 -2.51
O -3.038 8.632 -4.475 -0.54 0.79 -0.48
F -5.278 1.089 -3.690 0.42 0.14 -1.08
C 5.361 -3.681 -3.582 -0.20 0.07 1.87
O -2.975 3.090 -0.013 0.86 0.78 -0.24
H 5.846 -1.982 6.194 1.73 -0.70 -0.37
H -1.066 -4.302 4.598 -0.26 1.75 -0.15
H 9.229 -3.835 6.483 -1.08 -0.91 -0.45
C 6.088 -3.062 0.527 -0.53 0.01 -0.09
H -4.539 2.177 0.927 0.38 0.11 -0.03
H 7.170 -5.005 0.344 0.28 1.47 1.08
O -4.750 0.614 -6.364 0.13 0.51 0.95
C 6.932 -2.353 6.059 0.94 -0.10 -0.08
F -5.178 10.013 -6.497 0.24 -0.29 0.49
H -2.622 3.051 -8.161 -0.08 0.00 0.39
H 2.997 2.554 -0.525 0.96 -1.70 0.22
C -9.123 5.332 6.459 -1.22 0.45 1.54
H 7.258 -2.419 -7.326 -0.09 0.00 0.38
H 6.485 0.906 -2.059 -1.09 -1.08 1.10
C -5.018 7.915 -2.831 0.09 -0.58 0.63
H 6.629 -4.335 4.878 0.34 0.83 1.30
H -3.329 -5.377 -1.422 0.07 -0.29 -0.19
H 1.072 2.964 0.598 0.98 -0.35 1.94
F 6.530 -3.876 -2.924 -0.41 -0.18 -0.95
F 4.972 -2.414 -3.319 -0.01 -0.35 -0.76
C -6.301 2.723 4.299 0.02 0.13 0.41
C -3.325 -1.363 4.509 1.76 -1.02 -0.47
H 4.046 -1.249 -0.041 -1.10 0.59 1.22
C 1.302 2.648 1.681 -0.52 -0.39 0.72
F -2.736 -8.641 -4.632 0.30 0.47 0.31
F -0.659 5.214 -1.639 -0.74 -0.39 0.31
C 5.206 -2.709 -7.879 -0.34 -0.04 0.18
H -5.204 -5.414 0.057 -0.40 0.89 0.73
C -2.884 -2.841 4.641 3.05 2.30 -0.82
F -6.485 -1.951 -0.180 -0.66 -0.86 2.82
F -8.036 -2.333 1.488 3.34 -0.54 -0.63
F -10.280 5.758 5.910 0.56 -0.20 -0.25
C -6.680 -2.472 1.150 0.38 0.56 -2.17
C -6.197 -4.016 1.059 -0.72 -5.16 1.87
H 7.199 -0.481 4.888 1.15 -1.49 0.13
C -0.395 -2.055 4.238 -1.84 0.81 0.20
H -2.628 0.911 4.195 0.09 -1.79 0.24
C 7.147 -4.126 1.095 -0.63 0.14 0.01
C -2.554 -5.363 -2.192 -0.04 0.74 0.19
H 5.401 2.588 -0.818 -0.31 -1.68 0.91
O 6.191 -2.942 -5.668 -0.27 -0.44 0.97
C -4.067 9.253 -4.529 0.02 -1.48 1.29
H -1.603 -5.171 -1.687 -0.02 -0.17 -0.22
C 2.844 -1.876 1.821 -1.53 3.72 0.34
C -4.382 2.808 0.048 -0.84 -0.34 -0.01
H 7.839 -0.262 -0.561 -1.64 -0.35 0.92
F -9.437 4.284 7.248 0.37 0.15 -0.51
O -5.170 -4.435 0.175 -1.78 1.95 0.72
O 3.467 3.771 1.889 -3.52 -0.38 2.38
H 9.603 -2.082 2.780 -1.21 -1.19 0.25
H -2.103 -4.236 -3.985 0.02 0.03 0.16
O 1.981 4.124 3.709 1.04 -1.64 -1.91
```
Positions in Å, forces in eV/Å.

Values from the calculation:
Multiplicity: 1
SMILES string: CCCCCCCCCCCCCCc1ccc2c(c1CC(=O)O)C(=O)c1cc(C(=O)C(F)(F)C(F)(F)C(F)(F)C(=O)O)ccc1C2=O.CCOC(=O)C(F)(F)F.CCOC(=O)C(F)(F)F.CCOC(=O)C(F)(F)F.CCOC(=O)C(F)(F)F.CCOC(=O)C(F)(F)F.CCOC(=O)C(F)(F)F
Energy above the lowest of the compared OMol25 structures with the same formula, charge and spin, eV: 14.650
Orbital gap, eV: 7.48
E, eV: -166396.76478
Lowest unoccupied orbital energy, eV: -1.67
E_HOMO, eV: -9.14